DFT (the ωB97M-V functional and the def2-TZVPD basis) results for one molecule with the formula C5H11NOS at a distorted geometry.

Geometry as XYZ:
```
19
Properties=species:S:1:pos:R:3:forces:R:3:lowdin_charge:R:1
C 0.445797 -0.173052 -2.317242 2.6 0.0 0.9 -0.098
N 0.416600 -1.097738 -1.133771 1.3 -1.5 -1.3 -0.135
C 0.667701 -0.431465 0.128548 -4.8 -0.3 -1.2 -0.353
C 1.338659 -1.271179 1.130045 2.1 1.1 -0.3 -0.233
O 1.179738 -1.140800 2.306109 -0.4 -0.6 0.7 0.090
C -0.843731 -0.100541 0.586461 2.2 2.4 -2.6 -0.208
C -0.808399 1.127750 1.475168 -3.3 -0.5 2.8 -0.592
S -1.498122 2.648246 0.724980 0.9 0.2 -0.1 0.666
H 0.815669 0.845344 -1.838492 -0.9 -1.6 -1.8 0.109
H 1.239067 -0.624086 -3.009347 -0.9 1.1 0.7 0.088
H -0.448621 -0.087779 -2.949129 -0.1 0.1 0.8 0.064
H 1.091050 -1.887137 -1.258618 -0.7 1.1 -0.2 0.108
H 1.170825 0.507850 -0.077795 0.6 0.3 0.6 0.130
H 2.243205 -1.788982 0.716978 -0.4 -0.6 0.2 0.134
H -1.306602 -0.937329 1.014198 -0.4 -1.2 0.8 0.088
H -1.437922 0.117260 -0.395931 1.1 -0.2 1.8 0.123
H 0.063077 1.291644 2.143192 -0.2 0.1 -1.1 0.083
H -1.638059 0.899587 2.255958 1.4 0.5 -0.8 0.086
H -2.689926 2.102411 0.498682 -0.2 0.0 0.0 -0.151
```
Forces are in eV/Å.

As for the total energy: -725.20969 Eh. The value obtained for the energy above the lowest of the compared OMol25 structures with the same formula, charge and spin is 72.29 kcal/mol. For the HOMO-LUMO gap, the calculation gives 9.382 eV. Its SMILES is CN[C@H](C=O)CCS. For the lowest unoccupied orbital energy, the calculation gives 0.6773 eV.


DFT (the ωB97M-V functional and the def2-TZVPD basis) results for C31H42GeReS5Si4 as an isolated structure.

Geometry as XYZ:
```
84
Properties=species:S:1:pos:R:3:forces:R:3:lowdin_charge:R:1
Re 0.541416 -1.381535 1.028173 -0.5 -0.3 -0.5 0.704
S 4.838600 -0.400041 5.432796 0.1 -0.1 0.1 0.668
C 3.772824 -1.004035 4.385545 -0.1 0.3 -0.2 -1.466
S 2.067265 -1.159640 4.716758 0.1 -0.1 0.0 0.926
C 1.612849 -1.975850 3.236776 0.1 0.1 0.3 -1.132
C 2.614204 -2.088510 2.281395 0.2 0.1 0.1 -1.123
S 2.460606 -2.610000 0.631045 0.0 0.0 -0.1 0.620
S 4.168911 -1.430441 2.738626 0.0 -0.1 0.1 0.919
S -0.073002 -2.324251 3.063371 -0.2 0.0 0.0 0.630
C -3.330928 0.143328 0.326381 0.1 -0.1 -0.1 -0.200
Si -2.495022 -0.356278 -1.283948 0.1 -0.2 0.1 0.406
C -3.751204 -1.175774 -2.422215 0.1 0.2 0.1 -0.201
C -1.615664 1.082835 -2.109808 -0.1 -0.2 -0.1 -0.192
Si -0.840494 -2.069130 -0.789831 -0.2 0.4 -0.2 0.347
Si 0.381739 -2.364889 -2.892046 0.0 0.0 0.2 0.397
C 1.193967 -4.042881 -2.782323 0.0 0.0 0.1 -0.201
C -0.861645 -2.357097 -4.273387 0.0 -0.1 -0.1 -0.201
C 1.647638 -1.018273 -3.095138 0.0 0.0 0.0 -0.203
Si -1.704737 -4.212520 -0.191062 0.0 0.0 0.1 0.343
C -0.399872 -5.399637 0.432924 0.1 0.1 0.0 -0.208
C -2.504190 -4.903512 -1.735146 0.0 -0.1 0.0 -0.206
C -3.020659 -3.907223 1.114086 0.0 0.0 0.0 -0.215
H -3.987196 1.003217 0.171365 0.0 0.0 0.0 0.037
H -2.601692 0.419259 1.089858 0.0 0.0 0.0 0.009
H -3.940973 -0.674803 0.718635 0.0 0.0 0.0 0.030
H -4.419614 -0.403407 -2.815356 0.0 0.0 0.0 0.044
H -4.366196 -1.893956 -1.879352 0.0 0.0 0.1 0.029
H -3.303804 -1.686838 -3.272627 0.0 0.0 0.0 0.005
H -2.291660 1.939737 -2.169209 0.0 0.0 0.0 0.040
H -1.304334 0.833776 -3.127777 0.0 0.0 0.0 0.028
H -0.727669 1.399386 -1.564852 0.1 0.0 0.1 -0.003
H 0.448414 -4.837969 -2.748046 0.0 0.0 0.0 0.020
H 1.841267 -4.147596 -1.910021 0.0 0.0 0.0 0.011
H 1.809069 -4.200341 -3.673623 0.0 0.0 0.0 0.049
H -1.643249 -3.104425 -4.126958 0.0 0.0 0.0 0.027
H -0.317097 -2.619718 -5.186799 0.0 0.0 0.0 0.051
H -1.330806 -1.385424 -4.428759 0.0 0.0 0.0 0.028
H 2.224147 -0.873107 -2.181214 0.0 0.0 0.0 0.005
H 1.195534 -0.065129 -3.372486 0.0 0.0 0.0 0.032
H 2.337789 -1.315822 -3.890200 0.0 0.0 0.0 0.049
H 0.321504 -5.639168 -0.349456 0.0 0.0 0.0 0.022
H -0.865403 -6.334707 0.753136 -0.1 0.0 0.0 0.043
H 0.149633 -4.994985 1.286676 0.0 0.0 0.0 0.005
H -1.787747 -5.010455 -2.552360 0.0 0.0 0.0 0.012
H -3.326284 -4.279446 -2.084871 0.0 0.0 0.0 0.025
H -2.906062 -5.897124 -1.516466 0.0 0.0 0.0 0.045
H -2.738164 -3.137148 1.832377 0.0 0.0 0.0 -0.002
H -3.210339 -4.830100 1.668064 0.0 0.0 0.0 0.040
H -3.962034 -3.597890 0.655365 0.0 0.0 0.0 0.032
C 0.565879 0.329164 0.816489 0.4 0.1 0.1 -0.362
Ge 0.784499 2.322474 0.971464 -0.1 -0.2 0.1 0.946
C 2.044966 2.524018 2.427932 0.0 0.0 -0.1 -0.281
C 1.731172 3.182219 3.613005 0.0 0.0 0.0 -0.097
C 2.711379 3.399927 4.573546 0.0 0.0 0.0 -0.067
C 4.012958 2.975495 4.348882 0.0 0.0 0.0 -0.088
C 4.337147 2.324732 3.164767 0.0 0.0 0.0 -0.104
C 3.356098 2.094950 2.213811 0.0 0.0 0.0 -0.123
C -0.986840 2.998055 1.360534 0.0 0.0 -0.1 -0.290
C -1.727379 3.685139 0.399183 0.0 -0.1 0.0 -0.115
C -3.014128 4.123040 0.682934 0.0 0.0 0.0 -0.075
C -3.575320 3.871831 1.926478 0.0 0.0 0.0 -0.073
C -2.851521 3.177910 2.888312 0.0 0.0 0.0 -0.072
C -1.564966 2.744316 2.605347 0.0 -0.1 0.0 -0.126
C 1.554737 2.942174 -0.691302 0.0 0.0 0.0 -0.293
C 1.387015 4.267836 -1.094427 0.0 0.0 0.0 -0.102
C 1.988555 4.728562 -2.257488 0.0 0.0 0.0 -0.068
C 2.772048 3.874510 -3.021755 0.0 0.0 0.0 -0.070
C 2.962686 2.560314 -2.618035 0.0 0.0 0.0 -0.075
C 2.357156 2.101093 -1.456931 0.0 0.0 0.0 -0.129
H 0.727221 3.551688 3.787397 0.1 0.0 0.0 0.090
H 2.460054 3.916229 5.490757 0.0 0.0 0.0 0.110
H 4.776907 3.152746 5.094423 0.0 0.0 0.0 0.110
H 5.355040 2.000974 2.984392 0.0 0.0 0.0 0.110
H 3.626451 1.610563 1.280068 0.0 0.0 0.0 0.097
H -1.308644 3.871917 -0.581569 0.0 0.0 0.0 0.089
H -3.579737 4.657683 -0.069398 0.0 0.0 0.0 0.109
H -4.577507 4.215300 2.147174 0.0 0.0 0.0 0.109
H -3.289767 2.975523 3.856828 0.0 0.0 0.0 0.110
H -1.014344 2.194042 3.362224 0.0 0.0 0.0 0.100
H 0.796350 4.953021 -0.498101 0.0 0.0 0.0 0.103
H 1.850196 5.757046 -2.564509 0.0 0.0 0.0 0.110
H 3.241797 4.236977 -3.926620 0.0 0.0 0.0 0.109
H 3.584197 1.895480 -3.204885 0.0 0.0 0.0 0.108
H 2.505975 1.072626 -1.148928 0.0 0.0 0.0 0.073
```
Forces are in eV/Å.

As for the total energy: -6510.39006 Eh. The value obtained for the energy above the lowest of the compared OMol25 structures with the same formula, charge and spin is 40.92 kcal/mol. The total charge is +1. For the HOMO-LUMO gap (alpha / beta), the calculation gives 5.558 / 5.557 eV. For the lowest unoccupied orbital energy (alpha / beta), the calculation gives -5.3945 / -5.3955 eV.


DFT (the ωB97M-V functional and the def2-TZVPD basis) results for one molecule with the formula C23H24N6O3S at a distorted geometry.

Geometry as XYZ:
```
57
Properties=species:S:1:pos:R:3:forces:R:3:lowdin_charge:R:1
O -2.712626 -4.092374 -2.152755 -0.1 -0.2 0.0 0.095
C -2.538249 -3.071713 -1.537435 0.0 0.0 0.0 -0.395
N -1.601874 -2.119606 -2.011531 0.1 0.0 -0.1 0.200
C -1.263820 -0.933681 -1.434867 -0.1 0.1 0.0 -0.267
C -0.229972 -0.107775 -2.151101 0.1 0.1 -0.2 -0.226
C -0.068178 1.283498 -1.529135 -0.1 -0.2 0.2 -0.117
C 0.642549 1.214862 -0.177482 -0.4 0.6 0.0 -0.203
N 1.900172 0.503556 -0.256313 0.9 0.7 -0.4 -0.226
S 3.205765 1.385377 -0.837876 0.1 0.3 0.7 0.666
O 3.878231 0.652761 -1.872091 0.1 -0.3 0.1 -0.278
O 2.793040 2.731209 -1.122352 -0.2 0.1 0.2 -0.291
C 4.280542 1.426630 0.642787 -0.6 -0.1 -0.8 -0.157
C 4.472545 0.023195 1.083457 0.2 -0.4 0.3 -0.297
C 3.661162 -0.527814 2.068951 0.1 0.0 0.0 -0.053
C 3.792838 -1.858944 2.422167 -0.1 0.0 0.1 -0.079
C 4.731941 -2.656138 1.789589 0.0 0.0 0.0 -0.086
C 5.541583 -2.115225 0.804439 0.1 -0.1 0.0 -0.074
C 5.413741 -0.783254 0.452797 0.0 0.1 0.1 -0.047
C 1.765681 -0.833445 -0.788146 0.2 -0.6 -0.4 -0.185
C 1.130984 -0.824695 -2.178321 0.0 0.0 0.2 -0.115
N -1.802201 -0.504842 -0.340492 0.1 0.4 0.2 0.211
C -2.737315 -1.332200 0.176923 -0.2 -1.1 -0.6 -0.198
C -3.140299 -2.578090 -0.325640 0.4 1.2 0.5 -0.127
N -4.099941 -3.055913 0.502817 -0.1 -0.8 -0.5 0.083
N -4.296017 -2.213146 1.432035 -0.8 0.1 1.0 0.048
N -3.487290 -1.153722 1.281121 0.7 -0.3 -0.8 -0.057
C -3.536438 -0.001167 2.143121 0.0 0.4 0.2 -0.074
C -3.866202 1.219341 1.321359 0.0 0.1 0.1 -0.224
C -2.907545 2.188231 1.065872 -0.1 0.0 0.1 -0.056
C -3.209792 3.271684 0.258995 0.0 0.1 0.0 -0.084
C -4.470421 3.390812 -0.300085 0.0 0.1 -0.1 -0.085
C -5.430893 2.424689 -0.049238 -0.1 0.0 0.0 -0.076
C -5.129850 1.341868 0.756803 0.1 0.0 0.1 -0.035
H -1.152932 -2.382842 -2.881741 -0.1 0.0 0.1 0.161
H -0.580546 0.007931 -3.185006 0.0 0.0 0.1 0.154
H -1.046771 1.744932 -1.396328 0.0 0.1 0.0 0.109
H 0.533348 1.901325 -2.197733 -0.1 0.0 0.0 0.119
H 0.864093 2.222529 0.172519 -0.2 0.0 0.1 0.116
H 0.009753 0.698715 0.547689 0.2 0.1 0.0 0.104
H 3.753911 2.040118 1.366547 0.0 0.1 0.1 0.108
H 5.201316 1.907928 0.325018 0.0 0.1 -0.1 0.113
H 2.925606 0.092131 2.559872 -0.1 0.1 0.0 0.115
H 3.161159 -2.276228 3.192362 -0.1 0.0 0.1 0.103
H 4.833500 -3.695238 2.064516 0.0 -0.1 0.0 0.102
H 6.274593 -2.733417 0.308207 0.1 0.0 0.0 0.105
H 6.034261 -0.363792 -0.324095 0.1 0.0 -0.1 0.118
H 2.763460 -1.268806 -0.836999 -0.1 -0.2 0.0 0.116
H 1.158132 -1.413220 -0.085189 0.1 0.0 0.0 0.136
H 1.802883 -0.285828 -2.848106 -0.1 -0.1 -0.1 0.116
H 1.033381 -1.849837 -2.539654 0.0 0.0 -0.1 0.116
H -2.568435 0.118684 2.638621 -0.1 0.0 0.0 0.130
H -4.308335 -0.207065 2.888649 0.2 0.0 -0.1 0.132
H -1.921489 2.095711 1.495410 0.1 -0.1 0.0 0.104
H -2.457202 4.021176 0.063985 0.1 0.1 0.0 0.105
H -4.705016 4.234409 -0.931857 0.0 0.1 0.0 0.103
H -6.415384 2.513690 -0.483566 -0.1 0.0 0.0 0.104
H -5.875141 0.583026 0.948486 -0.1 -0.1 0.0 0.117
```
Forces are in eV/Å.

As for the total energy: -1843.31885 Eh. The value obtained for the energy above the lowest of the compared OMol25 structures with the same formula, charge and spin is 65.80 kcal/mol. For the HOMO-LUMO gap, the calculation gives 9.558 eV. Its SMILES is O=c1[nH]c(C2CCN(S(=O)(=O)Cc3ccccc3)CC2)nc2c1nnn2Cc1ccccc1. For the lowest unoccupied orbital energy, the calculation gives 0.3451 eV.


DFT (the ωB97M-V functional and the def2-TZVPD basis) results for a 2-piece molecular cluster, C8H11NOS overall at a distorted geometry.

Geometry as XYZ:
```
22
Properties=species:S:1:pos:R:3:forces:R:3:lowdin_charge:R:1
C 2.434400 -1.077963 -1.029232 -0.7 -2.1 -1.6 -0.075
C 1.265167 -0.807866 -0.163172 -1.0 0.3 0.3 -0.387
C 1.533778 -1.293006 1.218347 -0.8 -1.2 1.3 -0.078
C 0.099833 -0.251026 -0.411158 1.5 -0.5 -0.6 -0.036
C -1.147293 0.051805 -0.244073 -2.1 -0.4 -0.1 -0.526
N -2.250209 -0.860217 -0.458264 2.4 1.2 0.2 0.005
C -3.459920 -0.399913 -0.032765 0.6 0.5 -0.9 -0.219
C -3.420179 0.927447 0.140169 -2.1 -1.7 0.6 -0.451
S -1.851799 1.545972 0.305648 0.7 1.5 -0.2 1.035
H 2.440833 -2.231668 -1.154367 0.2 1.7 0.2 0.116
H 3.316677 -0.824505 -0.477490 0.8 0.3 -0.1 0.066
H 2.381973 -0.688851 -2.059272 0.2 0.2 0.6 0.085
H 2.173523 -2.200276 1.203294 -0.4 0.4 0.1 0.085
H 2.074700 -0.537780 1.754306 0.5 0.4 0.5 0.069
H 0.596211 -1.495167 1.818314 1.0 0.2 -0.8 0.104
H -1.888960 -1.757558 -0.397113 -0.1 -2.3 0.1 0.110
H -4.281917 -1.081334 -0.078127 -0.5 0.1 -0.1 0.113
H -4.374679 1.381579 0.092875 -0.3 1.3 0.5 0.060
C 1.067164 2.932883 0.012268 0.0 -0.5 -0.6 -0.172
O 0.253319 3.334639 -0.758765 -0.6 0.5 0.0 -0.022
H 2.096581 2.974979 -0.183413 2.1 0.6 -0.7 0.060
H 0.940789 2.357836 0.901998 -1.3 -0.4 1.3 0.057
```
Forces are in eV/Å.

As for the total energy: -839.46730 Eh. The value obtained for the energy above the lowest of the compared OMol25 structures with the same formula, charge and spin is 92.59 kcal/mol. For the HOMO-LUMO gap, the calculation gives 7.509 eV. Its SMILES is CC(C)=C=C1NC=CS1.C=O. For the lowest unoccupied orbital energy, the calculation gives 0.7596 eV.